ORCA calculation (wB97M-V/def2-TZVPD) on C26H25ClMgN3O5SeSi as an isolated structure.

Summary:
Highest occupied orbital energy (Ha): -0.19053
Total charge: -1
Electronic energy (eV): -133271.51651
Energy above the lowest of the compared OMol25 structures with the same formula, charge and spin (kJ/mol): 0.00
Spin multiplicity: 1

The geometry in XYZ format:
```
63
Properties=species:S:1:pos:R:3:mulliken_charge:R:1
Mg 0.7874 -0.2208 -0.0879 1.393
Cl 4.2088 -6.5730 -1.7168 -0.268
C 3.1660 -5.1848 -1.4988 0.191
C 1.8015 -5.2927 -1.8171 -0.584
C 0.9642 -4.2245 -1.6578 -0.356
C 1.4290 -2.9626 -1.1632 0.183
O 0.6288 -1.9837 -1.0492 -0.457
C 2.8242 -2.8902 -0.8520 0.876
C 3.4255 -1.6783 -0.3592 -0.240
O 2.8707 -0.6069 -0.1470 -0.478
C 3.6639 -4.0063 -1.0251 -0.992
H 1.4209 -6.2364 -2.1877 0.398
H -0.0904 -4.3030 -1.8900 0.479
H 4.5123 -1.7457 -0.1661 0.176
H 4.7157 -3.9180 -0.7770 0.371
C -5.1572 2.1264 -2.6587 -0.758
O -4.5918 3.2023 -1.9346 -0.480
C -3.3664 2.9904 -1.3766 1.241
C -2.7892 4.1161 -0.7551 -1.169
C -1.5429 3.9897 -0.2057 -0.908
C -0.7984 2.7924 -0.2482 0.219
C 0.5525 2.7316 0.2757 0.962
C 1.1368 3.8521 1.1070 -1.551
O 1.3037 1.7634 0.1151 -0.507
C -1.3922 1.6424 -0.8767 0.131
O -0.8301 0.5026 -0.9819 -0.523
C -2.7042 1.7933 -1.4195 -0.129
H -6.0934 2.4975 -3.0695 0.239
H -5.3599 1.2726 -2.0066 0.308
H -4.4967 1.8107 -3.4705 0.293
H -3.3363 5.0484 -0.7324 0.410
H -1.1099 4.8645 0.2574 0.105
H 0.5916 4.7891 1.0932 0.417
H 2.1635 4.0137 0.7823 0.311
H 1.1717 3.4800 2.1334 0.289
H -3.1184 0.9143 -1.8909 0.356
Se -0.7468 3.5962 -4.0835 0.226
N -1.4729 2.0454 -4.5645 -0.817
C -0.5998 1.1212 -4.2297 0.888
C -0.7816 -0.2869 -4.4140 -0.523
C 0.2282 -1.0940 -4.0383 -0.292
C 1.4343 -0.5320 -3.4824 -0.532
N 1.6541 0.7247 -3.2716 -0.543
C 0.6359 1.5791 -3.6258 0.753
N 0.7479 2.8795 -3.4656 -0.763
H -1.7095 -0.6573 -4.8292 0.433
H 0.1578 -2.1702 -4.1202 0.419
H 2.2360 -1.2142 -3.2142 0.669
C 1.6024 -1.8576 5.7447 -0.956
Si 0.1406 -0.9259 5.0179 -0.147
C 0.0333 0.7442 5.8742 -0.956
C -1.4220 -1.8880 5.4202 -0.947
C 0.3336 -0.7187 3.2389 0.188
C 0.4474 -0.5780 2.0246 -0.616
H 1.5010 -1.9843 6.8262 0.270
H 2.5321 -1.3201 5.5467 0.292
H 1.6888 -2.8464 5.2892 0.295
H -0.0905 0.6363 6.9553 0.267
H -0.8126 1.3158 5.4864 0.296
H 0.9391 1.3254 5.6882 0.299
H -1.5476 -2.0195 6.4985 0.267
H -1.3912 -2.8749 4.9538 0.294
H -2.2993 -1.3666 5.0319 0.289
```


ORCA calculation (wB97M-V/def2-TZVPD) on one molecule with the formula C26H25F2N3O4S at a distorted geometry.

Summary:
SMILES: C=CCN(c1ccccc1)S(=O)(=O)c1cccc(C(=O)N(CC)CC(=O)Nc2c(F)cccc2F)c1
Highest occupied orbital energy (Ha): -0.31659
Electronic energy (eV): -56298.02501
Energy above the lowest of the compared OMol25 structures with the same formula, charge and spin (kJ/mol): 0.00
Spin multiplicity: 1

The geometry in XYZ format:
```
61
Properties=species:S:1:pos:R:3:mulliken_charge:R:1
C 2.5299 -2.5864 4.2174 -0.903
C 1.3591 -2.0341 3.9620 0.017
C 0.7301 -1.9716 2.6010 -0.987
N 0.0149 -0.7339 2.3489 0.629
C 0.7019 0.4598 2.1227 0.883
C 2.0788 0.5740 2.3077 -0.555
C 2.7211 1.7714 2.0507 -0.744
C 2.0123 2.8738 1.6086 -0.676
C 0.6457 2.7651 1.4168 -0.904
C -0.0044 1.5706 1.6619 -0.212
H -1.0703 1.5026 1.5176 0.132
H 0.0799 3.6149 1.0666 0.427
H 2.5161 3.8082 1.4166 0.444
H 3.7867 1.8408 2.2109 0.433
H 2.6483 -0.2636 2.6744 0.358
S -1.5344 -0.6361 3.0094 1.572
O -1.6395 0.4850 3.8935 -0.703
O -1.8683 -1.9336 3.5122 -0.755
C -2.5743 -0.3324 1.5757 -0.520
C -2.2366 -0.8851 0.3563 -0.073
C -3.0462 -0.6432 -0.7481 -0.397
C -4.2131 0.1004 -0.5955 0.205
C -4.5526 0.6251 0.6405 -0.991
C -3.7228 0.4198 1.7320 -0.350
H -3.9436 0.8341 2.7027 0.570
H -5.4609 1.1966 0.7523 0.415
H -4.8563 0.2607 -1.4484 0.515
C -2.6905 -1.2734 -2.0673 0.312
O -2.8503 -2.4627 -2.2497 -0.653
N -2.1870 -0.4454 -3.0164 0.112
C -1.9395 0.9660 -2.8366 -1.068
C -0.4434 1.2895 -2.7013 0.502
O 0.1549 1.9755 -3.4881 -0.623
N 0.1106 0.6984 -1.6012 1.292
C 1.4762 0.6956 -1.3005 -0.389
C 2.2995 1.8166 -1.3984 0.546
C 3.6598 1.7392 -1.1544 -0.681
C 4.2256 0.5394 -0.7667 -0.489
C 3.4313 -0.5833 -0.6035 -0.495
C 2.0842 -0.4851 -0.8748 0.520
F 1.2910 -1.5725 -0.7252 -0.436
H 3.8427 -1.5269 -0.2843 0.524
H 5.2848 0.4794 -0.5765 0.437
H 4.2540 2.6325 -1.2577 0.454
F 1.7703 3.0100 -1.6888 -0.407
H -0.4400 0.0024 -1.1146 -0.470
H -2.3106 1.5123 -3.7101 0.381
H -2.4551 1.3292 -1.9453 0.378
C -1.8099 -1.0277 -4.2957 -0.813
C -0.3445 -1.4487 -4.3397 -0.985
H -0.1267 -2.1253 -3.5167 0.239
H -0.1456 -1.9677 -5.2733 0.456
H 0.3162 -0.5872 -4.2815 0.214
H -2.0194 -0.2983 -5.0813 0.356
H -2.4423 -1.9069 -4.4397 0.473
H -1.3552 -1.5045 0.2758 0.781
H -0.0260 -2.7602 2.5385 0.561
H 1.4664 -2.1277 1.8084 0.297
H 0.7530 -1.6048 4.7478 0.279
H 2.9297 -2.6380 5.2150 0.282
H 3.1343 -3.0226 3.4376 0.282
```


ORCA calculation (wB97M-V/def2-TZVPD) on one molecule with the formula C26H25F3N6O2 at a distorted geometry.

Summary:
SMILES: Cc1ccc([C@H]2C[C@H](C(F)(F)F)n3nc(C(=O)Nc4c(C)n(C)n(-c5ccccc5)c4=O)cc3N2)cc1
Highest occupied orbital energy (Ha): -0.28841
Electronic energy (eV): -48556.80273
Energy above the lowest of the compared OMol25 structures with the same formula, charge and spin (kJ/mol): 0.00
Spin multiplicity: 1

The geometry in XYZ format:
```
62
Properties=species:S:1:pos:R:3:mulliken_charge:R:1
C 2.5362 -7.7973 3.4964 -1.417
C 1.9997 -6.4188 3.2638 1.015
C 1.1840 -6.1570 2.1684 -0.800
C 0.6958 -4.8863 1.9346 -0.608
C 1.0084 -3.8442 2.7983 -0.100
C 1.8215 -4.0985 3.8923 -0.619
C 2.3118 -5.3718 4.1204 -0.806
H 2.9425 -5.5533 4.9785 0.327
H 2.0713 -3.2970 4.5730 0.412
C 0.4927 -2.4504 2.5320 0.707
N -0.8674 -2.5109 2.0306 -0.236
C -1.3860 -1.4105 1.4060 0.660
C -2.6652 -1.0701 1.0257 -1.652
C -2.5208 0.1353 0.3071 0.958
N -1.2522 0.5138 0.2535 -0.762
N -0.5732 -0.4339 0.9220 0.626
C 0.8430 -0.3767 1.1124 -0.003
C 1.3608 -1.7771 1.4555 -1.302
H 2.3962 -1.7261 1.7922 0.369
H 1.3183 -2.3871 0.5517 0.476
H 1.3152 0.0056 0.1972 0.390
C 1.1748 0.6481 2.2135 0.693
F 0.9976 1.9074 1.7898 -0.193
F 0.4251 0.5084 3.3108 -0.291
F 2.4556 0.5661 2.6079 -0.325
C -3.6572 0.8211 -0.3380 -0.141
O -4.8082 0.4993 -0.1027 -0.699
N -3.3790 1.8153 -1.2182 -0.058
C -2.1126 2.2671 -1.6129 -0.336
C -1.3541 3.2079 -0.9787 0.677
N -0.2231 3.4489 -1.7019 0.040
N -0.2040 2.5469 -2.7600 0.487
C -1.3968 1.8111 -2.7863 0.646
O -1.6909 1.0067 -3.6485 -0.768
C 0.6464 2.7187 -3.8575 0.123
C 1.0930 3.9843 -4.2327 0.072
C 1.9299 4.1222 -5.3243 -0.676
C 2.3120 3.0122 -6.0588 -0.439
C 1.8478 1.7577 -5.6987 -0.702
C 1.0256 1.6026 -4.5987 -0.309
H 0.6500 0.6326 -4.3192 0.426
H 2.1327 0.8908 -6.2757 0.365
H 2.9610 3.1267 -6.9137 0.389
H 2.2742 5.1055 -5.6092 0.374
H 0.7692 4.8559 -3.6840 0.438
C 1.0158 3.8864 -1.1033 -0.920
H 0.9766 4.9614 -0.9211 0.286
H 1.8366 3.6763 -1.7854 0.513
H 1.1985 3.3757 -0.1562 0.114
C -1.6216 3.9098 0.2984 -1.791
H -2.6406 3.7042 0.6125 0.415
H -0.9427 3.5502 1.0704 0.241
H -1.4829 4.9839 0.1901 0.463
H -4.1770 2.1275 -1.7591 0.248
H -3.5788 -1.5930 1.2084 0.469
H -1.5188 -3.0357 2.5938 0.325
H 0.5516 -1.8680 3.4663 0.390
H 0.0591 -4.6972 1.0834 0.429
H 0.9299 -6.9600 1.4919 0.381
H 1.7558 -8.5423 3.3551 0.368
H 3.3337 -8.0121 2.7848 0.279
H 2.9394 -7.8951 4.5010 0.360
```


ORCA calculation (wB97M-V/def2-TZVPD) on C26H25F4IrN3O5 as an isolated structure at a distorted geometry.

Summary:
Highest occupied orbital energy (spin up / spin down) (Ha): -0.45668 / -0.51485
Total charge: +2
Expectation value of S²: 8.79
Electronic energy (eV): -55764.96617
Energy above the lowest of the compared OMol25 structures with the same formula, charge and spin (kJ/mol): 92.98
Spin multiplicity: 6

The geometry in XYZ format:
```
64
Properties=species:S:1:pos:R:3:mulliken_charge:R:1
Ir -4.3183 -0.5330 -0.1629 1.908
F 2.2764 -0.6471 -2.6006 -0.343
C 1.9714 -0.5216 -1.2928 0.305
C 0.6285 -0.5562 -0.9624 -0.737
C 0.2115 -0.4781 0.3637 0.620
C -1.2061 -0.5599 0.7007 1.580
O -2.0708 -0.6394 -0.2548 -1.116
C -1.4964 -0.5824 2.1185 -0.222
C -0.4881 -0.4475 3.0483 -0.504
N 0.8132 -0.2712 2.7003 0.188
C 1.7908 -0.0821 3.7489 -0.310
C 1.4624 0.8473 4.8739 -0.963
C 2.4983 1.2376 3.8655 -0.413
C 1.2040 -0.3364 1.3528 -0.051
C 2.5429 -0.2754 0.9936 -0.822
C 2.9818 -0.3884 -0.3383 -0.807
N 4.3560 -0.3260 -0.6364 0.186
C 4.8365 -0.2351 -2.0156 -0.704
C 6.3554 -0.0383 -2.0166 -0.842
N 6.7315 0.7460 -0.8025 -0.108
C 6.5315 -0.0799 0.4355 -0.768
C 5.3200 -0.9941 0.2245 -0.630
C -2.9059 -0.7611 2.7034 0.243
O -2.9672 -1.0382 3.8798 -0.618
O -3.8892 -0.6211 1.8921 -0.741
H -0.1108 -0.6916 -1.7391 0.641
H -0.7323 -0.4824 4.0976 0.799
H 2.3422 -0.9889 3.9721 0.424
H 1.7808 0.5671 5.8673 0.261
H 0.5140 1.3657 4.8487 0.350
H 3.5369 1.2214 4.1671 0.309
H 2.2481 2.0152 3.1558 0.241
H 3.2615 -0.1290 1.7863 0.726
H 4.3579 0.6165 -2.4972 0.518
H 4.6123 -1.1264 -2.6079 0.419
H 6.6641 0.4935 -2.9135 0.408
H 6.8957 -0.9817 -1.9792 0.364
H 6.1271 1.5676 -0.7580 0.382
H 7.6947 1.0759 -0.8605 0.352
H 6.3903 0.5980 1.2745 0.448
H 7.4282 -0.6723 0.6095 0.370
H 4.8875 -1.2341 1.1892 0.433
H 5.6353 -1.9439 -0.2251 0.321
F -8.8633 -1.6644 -1.4547 -0.226
C -8.1410 -2.1227 -0.4301 0.742
F -8.7524 -1.8098 0.7080 -0.218
F -8.0318 -3.4397 -0.5274 -0.224
C -6.7486 -1.4529 -0.4567 0.943
O -5.7142 -2.1560 -0.6479 -0.623
O -6.6613 -0.2234 -0.2848 -0.654
C -4.2299 1.7941 -0.3326 -1.341
C -3.9834 1.4070 -1.6692 0.232
C -5.0739 1.1862 -2.5729 0.038
C -4.8410 1.0044 -3.9115 -0.760
C -3.5341 1.0323 -4.4033 -0.409
C -2.4497 1.2533 -3.5465 -0.628
C -2.6561 1.4223 -2.2050 0.085
H -5.2292 2.0876 -0.0315 0.404
H -3.4062 2.1459 0.2775 0.332
H -6.0844 1.2035 -2.1818 0.601
H -5.6690 0.8542 -4.5904 0.446
H -3.3593 0.8855 -5.4611 0.413
H -1.4476 1.2977 -3.9505 0.438
H -1.8269 1.6057 -1.5339 0.313
```